No. 1
20
Properties=species:S:1:pos:R:3:forces:R:3 method="wB97M-V/def2-TZVPD" smiles=CNCCNCN max_force_ev_per_a=2.78 homo_lumo_gap_ev=9.5 total_charge=0 e_homo_ev=-8.4 lumo_energy_ev=1.1
C 2.88103 -0.24078 -0.55603 -2.2 1.6 0.5
N 1.46774 0.29416 -0.38669 0.4 0.0 -0.6
C 0.47287 -0.24176 -1.32504 1.7 -0.9 0.2
C -0.90638 0.09033 -0.87214 -1.1 0.5 -1.0
N -1.31064 -0.66060 0.29574 0.3 -0.8 0.0
C -2.08328 -0.10108 1.37858 -0.5 1.1 -1.2
N -1.52860 1.09486 2.03681 0.1 -0.2 -0.2
H 2.86683 -0.82167 -1.47080 0.5 -0.8 0.3
H 3.57461 0.58932 -0.68666 0.0 0.0 -0.1
H 3.04302 -0.66805 0.42721 0.9 -1.0 -0.5
H 1.12703 0.00757 0.52246 0.2 0.1 0.0
H 0.60110 -1.34581 -1.43809 -0.4 0.1 0.5
H 0.66862 0.01637 -2.36783 -0.1 1.0 0.2
H -1.03850 1.17131 -0.72217 0.4 -0.1 0.2
H -1.48682 -0.09689 -1.79751 -0.6 -0.3 0.6
H -0.67315 -1.40873 0.50312 0.0 -0.1 0.3
H -3.00348 0.24440 0.89743 -0.2 0.1 0.2
H -2.43075 -0.84355 2.09187 0.6 -0.3 0.0
H -0.51275 1.03529 2.03712 -0.1 -0.1 0.2
H -1.72848 1.88532 1.43263 0.0 0.1 0.2


No. 2
20
Properties=species:S:1:pos:R:3:forces:R:3 method="wB97M-V/def2-TZVPD" smiles=CCCC(N)(N)N max_force_ev_per_a=5.24 homo_lumo_gap_ev=9.0 total_charge=0 e_homo_ev=-7.8 lumo_energy_ev=1.1
C 1.48517 1.82992 0.26634 0.3 0.1 0.2
C 1.03566 0.95612 -0.88772 -2.2 -0.2 -0.4
C -0.56073 0.40736 -0.72835 5.0 1.6 -0.7
C -0.52959 -0.77723 0.16564 -4.8 -1.3 -0.1
N -0.18086 -0.55054 1.49670 0.3 0.7 0.9
N 0.09604 -1.91833 -0.33503 1.3 -0.7 -1.1
N -2.18267 -1.00896 0.10283 1.1 0.3 0.9
H 1.65100 1.24594 1.17591 -0.1 0.1 -0.1
H 0.75204 2.61416 0.48073 0.0 -0.1 0.0
H 2.43539 2.32573 0.03700 -0.1 0.0 0.0
H 1.73634 0.13095 -1.04192 -0.2 -0.1 0.1
H 1.03586 1.54150 -1.81285 0.1 0.0 0.1
H -1.11841 1.25022 -0.32157 -0.1 -0.4 0.0
H -0.87441 0.15574 -1.74091 -0.3 -0.1 0.3
H 0.23659 -1.28397 2.05513 -0.3 0.4 -0.4
H -0.41672 0.32978 1.93860 0.0 -0.6 -0.1
H 0.03557 -2.82586 0.10790 -0.3 0.6 0.0
H 0.64456 -1.88075 -1.18560 -0.3 0.1 0.4
H -2.64252 -1.23026 0.98273 0.3 -0.2 -0.5
H -2.63834 -1.31152 -0.75556 0.4 -0.2 0.5


No. 3
20
Properties=species:S:1:pos:R:3:forces:R:3 method="wB97M-V/def2-TZVPD" smiles=C[C@H](CN)NCN max_force_ev_per_a=1.33 homo_lumo_gap_ev=9.9 total_charge=0 e_homo_ev=-8.8 lumo_energy_ev=1.1
C -0.40418 1.95321 1.31454 0.1 0.2 -1.3
C 0.02079 0.65959 0.63229 0.5 -1.1 0.6
C 1.01002 0.76700 -0.54366 0.6 0.0 0.8
N 2.36728 0.31035 -0.11276 0.1 0.4 -0.8
N -1.12705 -0.15406 0.25629 -0.9 -0.1 0.1
C -0.81410 -1.57411 -0.04110 -0.6 1.1 -0.1
N -1.14534 -1.99526 -1.37941 0.4 -0.3 -0.3
H 0.32843 2.23366 2.06192 -0.1 0.1 0.3
H -0.44066 2.74070 0.55552 -0.1 0.2 0.2
H -1.41198 1.85578 1.71017 0.1 0.0 0.4
H 0.58142 0.08934 1.38677 0.2 0.1 0.0
H 1.06611 1.80287 -0.88799 -0.2 -0.2 -0.3
H 0.69386 0.09872 -1.33854 -0.3 0.3 -0.2
H 2.67814 -0.40028 -0.76918 -0.1 -0.2 0.2
H 3.03076 1.05584 -0.30412 0.0 0.1 0.3
H -1.71646 -0.21106 1.07867 -0.2 0.4 -0.1
H -1.49463 -2.13074 0.60301 0.6 -0.5 0.2
H 0.24956 -1.68540 0.18684 -0.1 -0.7 0.0
H -2.14779 -2.05985 -1.48714 0.0 0.1 0.0
H -0.81065 -1.33606 -2.07057 0.0 0.0 0.0


No. 4
20
Properties=species:S:1:pos:R:3:forces:R:3 method="wB97M-V/def2-TZVPD" smiles=NCCNCCN max_force_ev_per_a=3.72 homo_lumo_gap_ev=9.9 total_charge=0 e_homo_ev=-8.8 lumo_energy_ev=1.1
N 1.89807 -1.30941 -1.02573 0.2 -1.2 -0.4
C 2.01664 -1.56961 0.44258 -1.1 2.0 -1.8
C 1.29203 -0.32847 0.96634 -2.0 0.6 0.0
N -0.12200 -0.20409 0.42956 0.2 -1.4 0.1
C -0.79819 1.07153 0.70391 1.3 -0.1 1.4
C -2.09328 1.23356 0.02854 -3.3 0.3 -1.7
N -2.09289 1.13325 -1.45085 -0.7 0.5 1.9
H 2.04852 -2.15087 -1.56759 0.4 -0.1 0.0
H 0.94524 -1.04887 -1.29077 0.2 0.1 0.7
H 3.05930 -1.40633 0.70086 0.1 -0.6 0.2
H 1.58753 -2.51701 0.79409 0.2 0.2 0.0
H 1.20407 -0.33692 2.05975 0.6 0.4 0.0
H 1.73068 0.57208 0.51216 0.6 -0.3 0.8
H -0.65459 -0.95938 0.90638 0.2 0.8 -0.6
H -0.99775 1.06446 1.79013 0.2 0.8 0.0
H -0.15467 1.96374 0.41021 -0.5 -1.3 0.4
H -2.99850 0.64759 0.24276 1.0 -1.2 1.2
H -2.60395 2.17186 0.32469 1.0 0.3 -0.3
H -2.15215 2.08326 -1.77468 1.0 -0.5 -1.2
H -1.46171 0.39541 -1.71465 0.4 0.8 -0.8


No. 5
20
Properties=species:S:1:pos:R:3:forces:R:3 method="wB97M-V/def2-TZVPD" smiles=NCCNCCN max_force_ev_per_a=1.67 homo_lumo_gap_ev=9.8 total_charge=0 e_homo_ev=-8.7 lumo_energy_ev=1.2
N 2.60700 1.23644 -0.74465 -0.4 0.2 0.2
C 1.38426 1.33470 -1.55748 -0.5 1.4 -0.8
C 0.50773 0.11224 -1.43554 0.1 -0.2 0.7
N -0.26972 0.20301 -0.19536 0.0 -0.7 -0.2
C -1.11842 -0.96362 0.00229 -1.3 1.0 -0.1
C -1.85848 -0.84384 1.34436 0.7 -0.5 -0.4
N -0.91884 -1.06281 2.44384 0.0 0.2 0.2
H 3.09376 2.10710 -0.89924 0.5 0.1 -0.2
H 2.33945 1.33527 0.23714 0.0 -0.3 -0.2
H 1.63108 1.58388 -2.59766 0.4 -0.8 0.0
H 0.82281 2.25599 -1.31821 -0.3 -0.4 0.4
H -0.24878 -0.05445 -2.20307 0.2 0.5 -0.4
H 1.19578 -0.75333 -1.49760 -0.2 0.0 0.3
H 0.30796 0.29666 0.62587 0.3 -0.1 0.1
H -1.92637 -0.92258 -0.74821 0.3 0.0 -0.1
H -0.62389 -1.92749 -0.14330 0.2 -0.1 0.3
H -2.27579 0.15466 1.41637 0.0 0.2 -0.1
H -2.69318 -1.55269 1.31431 0.0 0.0 0.3
H -0.87609 -2.04351 2.68046 0.1 0.1 0.2
H -1.08026 -0.49562 3.27567 -0.2 -0.4 -0.4


No. 6
20
Properties=species:S:1:pos:R:3:forces:R:3 method="wB97M-V/def2-TZVPD" smiles=CN[C@@](C)(N)CN max_force_ev_per_a=6.64 homo_lumo_gap_ev=8.6 total_charge=0 e_homo_ev=-7.6 lumo_energy_ev=1.0
C 2.31235 -0.58576 0.43165 -0.3 0.3 0.1
N 1.22762 -0.68050 -0.52109 -1.5 -1.2 -0.8
C -0.48032 -0.21565 -0.11208 4.9 -0.7 -1.2
C -1.30247 -0.40645 -1.36710 0.3 -0.1 -0.1
N -0.86715 -1.02141 0.94204 -0.5 0.0 0.6
C 0.02724 1.13251 0.20363 -6.0 2.2 1.7
N -1.43595 1.88860 0.69382 1.9 0.0 -0.3
H 1.98975 -0.94875 1.41516 0.0 0.0 0.0
H 2.71713 0.43139 0.55892 0.0 0.0 0.2
H 3.15658 -1.21998 0.13114 -0.2 0.0 0.0
H 1.54309 -0.35715 -1.43399 -0.4 0.1 0.2
H -1.01311 -1.34956 -1.84042 -0.1 0.0 0.1
H -1.12927 0.39028 -2.09188 0.1 0.0 0.1
H -2.37292 -0.43672 -1.14629 0.2 0.0 0.1
H -1.00945 -1.98802 0.67927 0.1 0.1 0.0
H -0.28164 -0.94325 1.76326 0.0 -0.1 -0.1
H 0.61029 1.25597 1.11070 0.3 -0.3 -0.3
H 0.30516 1.74672 -0.64394 0.4 -0.3 0.1
H -2.05199 2.03444 -0.10490 0.4 -0.2 0.0
H -1.94494 1.27328 1.33209 0.4 0.0 -0.3


No. 7
20
Properties=species:S:1:pos:R:3:forces:R:3 method="wB97M-V/def2-TZVPD" smiles=NCCNCCN max_force_ev_per_a=2.53 homo_lumo_gap_ev=9.1 total_charge=0 e_homo_ev=-8.0 lumo_energy_ev=1.1
N -1.49308 -1.74692 -0.77259 -0.3 -0.8 -1.0
C -0.76990 -0.95342 -1.82415 0.1 -0.2 1.9
C -0.39701 0.40197 -1.18565 -0.6 0.7 -2.4
N 0.85626 0.36608 -0.50341 0.9 -0.4 0.8
C 1.39639 1.10768 0.60430 -0.4 0.4 1.7
C 1.03955 0.44539 1.96412 0.0 0.9 -0.9
N -0.37601 0.64260 2.19546 -0.6 -0.4 1.0
H -1.17682 -2.71851 -0.81319 0.3 0.3 0.2
H -2.44875 -1.88502 -1.10395 0.0 0.4 0.3
H 0.13198 -1.51611 -2.05607 0.1 0.2 -0.4
H -1.40121 -0.81287 -2.69437 0.1 0.1 -0.3
H -1.34501 0.73069 -0.75352 0.6 -0.1 1.4
H -0.36632 1.15480 -1.99186 0.3 -0.1 -0.4
H 1.63492 0.03787 -1.04237 -0.4 -0.2 -0.6
H 2.48569 1.21522 0.55641 0.0 -0.5 -0.4
H 1.10991 2.17182 0.72751 -0.5 -0.3 -0.5
H 1.33625 -0.60454 1.93098 -0.2 0.0 0.0
H 1.61636 0.94668 2.74766 0.1 -0.1 0.1
H -0.92153 -0.15757 2.47801 0.3 -0.1 -0.1
H -0.91166 1.17413 1.53668 0.3 0.1 -0.4


No. 8
20
Properties=species:S:1:pos:R:3:forces:R:3 method="wB97M-V/def2-TZVPD" smiles=NCC[C@H](N)CN max_force_ev_per_a=2.56 homo_lumo_gap_ev=10.1 total_charge=0 e_homo_ev=-9.1 lumo_energy_ev=1.0
N -2.63234 1.14582 0.18491 -0.2 0.8 -0.1
C -2.05538 -0.16855 0.35996 -0.6 -1.5 0.0
C -0.64485 -0.12276 0.94475 1.4 -0.3 -1.5
C 0.44439 -0.23148 -0.18275 0.1 0.3 -1.3
N 0.73780 -1.60303 -0.64486 0.3 -0.5 0.3
C 1.72786 0.52386 0.19278 -0.7 1.0 2.3
N 2.89358 0.56513 -0.64843 0.4 -0.5 0.0
H -3.11820 1.45842 1.01695 0.3 -0.1 0.1
H -3.32224 1.24407 -0.54884 0.2 -0.4 -0.2
H -1.99762 -0.73287 -0.58621 0.0 0.6 -0.1
H -2.72752 -0.85670 0.91943 0.4 0.5 0.3
H -0.44158 0.83670 1.42985 -0.3 -0.3 0.3
H -0.41126 -0.98826 1.56175 -0.3 0.2 0.5
H 0.08556 0.21529 -1.12011 -0.4 0.9 0.4
H 1.61242 -1.57160 -1.16658 0.1 0.0 0.4
H 0.09468 -1.85498 -1.38833 -0.3 -0.1 0.3
H 1.39723 1.54752 0.46013 0.0 -0.1 -0.7
H 2.06429 0.25712 1.22775 -0.1 -0.5 -0.8
H 3.53994 -0.15907 -0.36497 0.1 0.0 -0.2
H 2.75324 0.49538 -1.64716 -0.3 0.1 0.0


No. 9
20
Properties=species:S:1:pos:R:3:forces:R:3 method="wB97M-V/def2-TZVPD" smiles=CNN(C)N(C)C max_force_ev_per_a=3.35 homo_lumo_gap_ev=9.5 total_charge=0 e_homo_ev=-8.4 lumo_energy_ev=1.1
C -2.01836 -1.08853 0.10086 0.8 -0.6 0.7
N -1.05795 -0.19852 -0.63303 0.0 0.9 0.4
N -0.28784 0.44764 0.42910 2.3 -2.3 1.0
C -0.25006 1.86384 0.48724 -2.9 -0.7 -1.4
N 1.13446 0.06094 0.46333 -0.8 -0.9 -1.1
C 1.76386 0.40357 -0.83361 -1.8 0.1 -0.3
C 1.23452 -1.38614 0.69784 -0.2 0.1 -0.4
H -1.33625 -1.93704 0.41426 -1.0 1.0 0.2
H -2.36853 -0.49732 0.99686 0.0 -1.1 -0.8
H -2.84582 -1.65332 -0.41948 0.8 1.4 -0.1
H -1.46166 0.53505 -1.23113 -0.1 -0.6 0.5
H 0.38088 2.27927 1.18470 1.6 0.2 1.8
H 0.01475 2.24832 -0.46474 -0.1 1.0 -1.2
H -1.25529 2.06340 0.79163 -0.8 1.2 -0.2
H 1.06904 0.15720 -1.68250 0.3 0.4 0.6
H 1.97517 1.47364 -0.82762 0.4 -0.2 -0.3
H 2.59487 -0.21730 -1.06526 1.1 -0.2 0.3
H 0.63128 -1.65419 1.58778 0.9 0.3 -0.1
H 0.70266 -1.95408 -0.12030 1.0 0.3 0.3
H 2.34575 -1.58978 0.77222 -1.5 -0.3 0.0


No. 10
20
Properties=species:S:1:pos:R:3:forces:R:3 method="wB97M-V/def2-TZVPD" max_force_ev_per_a=5.31 homo_lumo_gap_ev="9.8 / 4.5" spin_multiplicity=2 s_squared=0.7545 total_charge=+1 e_homo_ev="-13.4 / -13.3" lumo_energy_ev="-3.6 / -8.8"
N -0.77732 2.04802 0.28680 3.0 1.4 0.6
C 0.00979 0.77359 0.21487 0.5 -1.4 -3.0
C -0.46566 0.17108 -1.29482 -2.7 -1.8 4.2
C 0.41650 -0.80645 -2.00576 1.9 -1.0 4.1
N 0.37757 -2.16160 -1.37354 0.1 2.7 1.0
C -0.23969 -0.27995 1.40627 0.2 1.7 -0.6
N 0.01750 0.54377 2.59569 0.7 -1.9 1.7
H -0.34493 2.60470 1.09041 -1.3 -1.4 -0.4
H -0.36404 2.72909 -0.43494 -1.0 -1.7 0.5
H 1.18039 0.90879 0.04906 -2.1 -0.1 0.8
H -1.60637 -0.15043 -1.12387 2.3 0.1 -0.4
H -0.62427 0.95710 -1.91492 -0.1 2.6 -2.0
H 1.44889 -0.53218 -1.82025 0.5 0.3 -0.1
H 0.39836 -0.85859 -3.01393 -0.9 -0.3 -3.6
H 1.25170 -2.37800 -0.81280 -1.5 -0.5 -0.9
H -0.55251 -2.19433 -0.92505 0.5 -1.3 0.1
H 0.52050 -1.11055 1.35367 -0.8 0.4 -0.4
H -1.26337 -0.68661 1.54245 0.5 0.3 -0.9
H 1.02476 0.38252 2.75700 -0.5 0.8 0.3
H -0.40781 0.04004 3.42366 0.5 1.0 -1.1